# 1
Computed, not measured: a single C3H8N4 molecule at a distorted geometry, with the ωB97M-V functional and the def2-TZVPD basis.

```
15
Properties=species:S:1:pos:R:3
C 0.311 0.588 0.401
C 1.681 1.078 -0.125
C -1.982 0.193 0.115
N 0.203 -1.712 -0.866
N -0.387 -0.780 -1.403
N 0.745 -1.630 0.289
N -0.663 0.411 -0.408
H 0.228 0.607 1.525
H 1.927 0.692 -1.161
H 2.494 0.713 0.483
H 1.541 2.167 -0.324
H -2.465 1.051 0.519
H -2.603 -0.221 -0.795
H -1.882 -0.727 0.945
H 0.853 -2.430 0.805
```

F_max = 4.47 eV/Å
relative energy (zero: lowest compared OMol25 entry of this formula, charge and spin) = 120.2 kcal per mole
net charge = 0
calculated total energy = -337.9623 Eh
gap between HOMO and LUMO = 0.359 Eh


# 2
Computed, not measured: 2 unconnected molecules or ions with the total composition C3H8N4 at a distorted geometry, with the ωB97M-V functional and the def2-TZVPD basis.

```
15
Properties=species:S:1:pos:R:3
C 0.707 -0.287 1.446
C 1.293 -0.915 0.445
C 0.597 -1.841 -0.499
N -1.900 3.024 1.367
N -1.495 2.372 0.540
N -1.107 1.431 -0.080
N -0.830 1.420 -1.449
H -0.344 -0.395 1.652
H 1.256 0.357 2.112
H 2.354 -0.790 0.270
H -0.472 -1.866 -0.303
H 0.993 -2.851 -0.389
H 0.770 -1.550 -1.535
H -0.146 0.685 -1.601
H -1.676 1.205 -1.977
```

F_max = 3.21 eV/Å
relative energy (zero: lowest compared OMol25 entry of this formula, charge and spin) = 104.8 kcal per mole
net charge = 0
calculated total energy = -337.9868 Eh
gap between HOMO and LUMO = 0.357 Eh


# 3
Computed, not measured: a single C3H8N4 molecule, with the ωB97M-V functional and the def2-TZVPD basis.

```
15
Properties=species:S:1:pos:R:3
C -0.145 -1.992 -0.173
C -1.185 0.406 -0.135
C -0.171 -0.511 -0.095
N 1.954 0.240 0.513
N -0.095 1.602 -0.255
N 0.995 0.318 -0.428
N -2.452 0.508 -0.248
H 1.663 0.140 1.484
H 2.801 0.752 0.317
H -0.159 2.182 -1.091
H 0.115 2.150 0.577
H -2.854 1.364 0.113
H 0.595 -2.440 0.495
H 0.064 -2.353 -1.189
H -1.128 -2.366 0.114
```

F_max = 0.76 eV/Å
relative energy (zero: lowest compared OMol25 entry of this formula, charge and spin) = 117.8 kcal per mole
net charge = 0
calculated total energy = -337.9661 Eh
gap between HOMO and LUMO = 0.268 Eh


# 4
Computed, not measured: a single C3H8N4 molecule at a distorted geometry, with the ωB97M-V functional and the def2-TZVPD basis.

```
15
Properties=species:S:1:pos:R:3
C -0.542 -1.675 0.250
N -0.784 -0.305 -0.143
C 0.227 0.652 -0.036
N -2.106 0.125 0.105
C 1.601 0.143 -0.252
N -0.114 1.905 -0.146
N 2.771 0.472 -0.475
H -2.371 0.743 -0.659
H -2.126 0.703 0.948
H 0.674 2.544 -0.153
H 2.973 0.662 -1.458
H 1.257 0.137 0.988
H -1.395 -2.270 -0.069
H -0.422 -1.785 1.337
H 0.359 -2.050 -0.239
```

F_max = 6.10 eV/Å
SMILES = [H]/N=C\C(=N/[H])N(C)N
relative energy (zero: lowest compared OMol25 entry of this formula, charge and spin) = 122.5 kcal per mole
net charge = 0
calculated total energy = -337.9586 Eh
gap between HOMO and LUMO = 0.318 Eh


# 5
Computed, not measured: a gas-phase ion, C3H8N4 (charge +2) at a distorted geometry, with the ωB97M-V functional and the def2-TZVPD basis.

```
15
Properties=species:S:1:pos:R:3
C -1.093 -1.637 1.927
C 0.742 0.901 0.185
C -0.694 -0.840 -0.688
N -1.309 -0.911 0.697
N -2.460 -0.743 1.239
N -2.035 -0.922 2.516
N 0.672 -0.372 -0.509
H 1.599 1.415 -0.305
H -0.010 1.604 -0.028
H 0.744 0.861 1.320
H -1.200 -0.190 -1.340
H -0.813 -1.851 -0.987
H -2.641 -1.075 3.362
H 0.935 -0.100 -1.553
H 1.375 -1.070 -0.176
```

F_max = 3.55 eV/Å
SMILES = C[NH2+]Cn1c2[nH+]n1-2
relative energy (zero: lowest compared OMol25 entry of this formula, charge and spin) = 164.7 kcal per mole
net charge = +2
calculated total energy = -337.1769 Eh
gap between HOMO and LUMO (alpha / beta) = 0.326 / 0.326 Eh


# 6
Computed, not measured: a single C3H8N4O molecule at a distorted geometry, with the ωB97M-V functional and the def2-TZVPD basis.

```
16
Properties=species:S:1:pos:R:3
C -0.039 1.605 -0.146
C 0.092 -0.439 0.666
N -0.420 -1.173 -1.752
N 1.201 -0.727 1.490
N -0.910 -1.346 1.059
C 0.222 2.537 -1.015
O 0.569 -0.627 -0.846
N -0.386 0.909 0.775
H -1.091 -0.418 -1.894
H -0.895 -1.880 -1.182
H 1.969 -0.144 1.175
H 1.469 -1.688 1.298
H -1.780 -0.830 1.116
H -0.678 -1.652 1.999
H 0.635 2.297 -1.985
H 0.040 3.574 -0.760
```

F_max = 2.36 eV/Å
SMILES = C=C=NC(N)(N)ON
relative energy (zero: lowest compared OMol25 entry of this formula, charge and spin) = 121.7 kcal per mole
net charge = 0
calculated total energy = -413.2220 Eh
gap between HOMO and LUMO = 0.318 Eh


# 7
Computed, not measured: a single C3H8N4O molecule at a distorted geometry, with the ωB97M-V functional and the def2-TZVPD basis.

```
16
Properties=species:S:1:pos:R:3
C -1.093 -0.738 -0.208
C 0.684 -0.433 0.200
C 0.044 0.361 1.165
N -1.770 0.217 -0.907
N 1.269 -1.650 0.539
N 1.543 0.455 -0.618
N -0.191 1.681 0.982
O -1.362 -1.917 -0.241
H -1.713 1.177 -0.600
H -2.656 -0.068 -1.299
H 0.789 -2.057 1.333
H 1.382 -2.298 -0.234
H 0.542 2.263 0.582
H -0.806 2.134 1.640
H 2.313 -0.075 -1.001
H 1.025 0.948 -1.335
```

F_max = 3.61 eV/Å
relative energy (zero: lowest compared OMol25 entry of this formula, charge and spin) = 81.8 kcal per mole
net charge = 0
calculated total energy = -413.2856 Eh
gap between HOMO and LUMO = 0.315 Eh


# 8
Computed, not measured: a single C3H8N4O molecule at a distorted geometry, with the ωB97M-V functional and the def2-TZVPD basis.

```
16
Properties=species:S:1:pos:R:3
C 1.024 0.548 0.115
C -0.263 1.202 0.508
C -2.905 -0.792 -0.320
H 3.057 -1.314 0.252
H 2.174 -1.329 -1.160
H 0.332 -1.291 0.623
H 1.749 2.139 -0.696
H -0.241 2.312 0.432
H -0.494 0.987 1.583
H -3.358 -0.105 -1.019
H -3.319 -1.754 -0.094
N 2.122 -1.566 -0.146
N 1.170 -0.763 0.478
N 1.953 1.145 -0.532
N -1.772 -0.469 0.210
O -1.419 0.772 -0.227
```

F_max = 2.54 eV/Å
SMILES = [H]/N=C(\CON=C)NN
relative energy (zero: lowest compared OMol25 entry of this formula, charge and spin) = 94.4 kcal per mole
net charge = 0
calculated total energy = -413.2657 Eh
gap between HOMO and LUMO = 0.376 Eh


# 9
Computed, not measured: a single C3H8N4O3 molecule at a distorted geometry, with the ωB97M-V functional and the def2-TZVPD basis.

```
18
Properties=species:S:1:pos:R:3
C -0.639 1.071 -0.236
C 1.743 -1.295 1.203
C 1.422 -0.421 -0.017
N 0.339 0.673 0.465
N -1.415 2.070 0.186
N -1.058 0.475 -1.471
N 2.506 0.608 -0.168
O 2.711 0.987 -1.282
O 3.059 0.993 0.854
O 1.142 -1.207 -1.076
H 2.353 -0.777 2.012
H 2.566 -2.145 0.975
H 0.857 -1.852 1.581
H -1.023 2.571 0.962
H -2.004 2.445 -0.569
H -1.089 -0.514 -1.770
H -1.882 0.904 -1.713
H 1.436 -0.802 -1.903
```

F_max = 4.72 eV/Å
SMILES = C[C@@](O)(N=C(N)N)[N+](=O)[O-]
relative energy (zero: lowest compared OMol25 entry of this formula, charge and spin) = 35.2 kcal per mole
net charge = 0
calculated total energy = -563.7320 Eh
gap between HOMO and LUMO = 0.359 Eh


# 10
Computed, not measured: 2 unconnected molecules or ions with the total composition C3H8N4O3 at a distorted geometry, with the ωB97M-V functional and the def2-TZVPD basis.

```
18
Properties=species:S:1:pos:R:3
C -1.525 -1.145 -0.949
C -1.994 0.192 -0.229
C 0.267 0.344 -0.471
N 1.480 0.803 -0.358
N -0.022 -0.945 -0.816
N 1.756 1.933 0.144
N -0.807 1.030 -0.211
O 2.916 2.239 0.202
O 0.867 2.680 0.635
O 1.785 -2.026 1.560
H -1.963 -2.035 -0.410
H -1.735 -1.168 -2.038
H -2.840 0.776 -0.667
H -2.156 -0.083 0.770
H 0.849 -1.497 -1.155
H -0.696 2.011 0.176
H 2.597 -1.396 1.454
H 1.222 -1.712 2.362
```

F_max = 4.73 eV/Å
SMILES = O=[N+]([O-])N=C1NCCN1.O
relative energy (zero: lowest compared OMol25 entry of this formula, charge and spin) = 41.6 kcal per mole
net charge = 0
calculated total energy = -563.7217 Eh
gap between HOMO and LUMO = 0.372 Eh


# 11
Computed, not measured: 2 unconnected molecules or ions with the total composition C3H8N4O4 at a distorted geometry, with the ωB97M-V functional and the def2-TZVPD basis.

```
19
Properties=species:S:1:pos:R:3
C -1.658 0.816 -0.376
C 2.792 -1.159 -0.285
C -0.857 -0.367 0.229
N -2.796 1.106 0.481
N 1.834 -0.440 -0.003
N -0.541 -0.333 1.522
N -0.633 -1.486 -0.558
O -0.718 0.699 2.188
O -0.964 -1.379 -1.705
O -0.007 -1.373 2.019
O -0.101 -2.472 -0.066
H -1.915 0.350 -1.408
H -1.208 1.798 -0.432
H 2.593 -2.165 -0.555
H 3.843 -0.648 -0.486
H -2.420 1.263 1.397
H -3.527 0.397 0.378
H 2.012 0.568 0.169
H 0.196 -2.103 1.394
```

F_max = 5.12 eV/Å
relative energy (zero: lowest compared OMol25 entry of this formula, charge and spin) = 114.9 kcal per mole
net charge = 0
calculated total energy = -638.8063 Eh
gap between HOMO and LUMO = 0.304 Eh


# 12
Computed, not measured: a single C3H8N4S molecule at a distorted geometry, with the ωB97M-V functional and the def2-TZVPD basis.

```
16
Properties=species:S:1:pos:R:3
C 1.674 0.434 1.014
C 0.231 0.780 1.235
C -0.714 -1.500 -0.903
H 1.530 0.015 -0.955
H 2.110 1.539 -0.708
H 2.329 1.097 1.601
H 1.944 -0.550 1.415
H 0.570 2.590 1.551
H -1.658 0.060 1.083
H -0.328 -2.226 1.001
H -0.698 -2.543 -1.250
N 2.146 0.576 -0.373
N -0.209 1.935 1.525
N -0.690 -0.254 1.165
N -0.431 -1.401 0.396
S -1.166 -0.265 -1.926
```

F_max = 1.72 eV/Å
SMILES = [H]/N=C(\CN)NNC=S
relative energy (zero: lowest compared OMol25 entry of this formula, charge and spin) = 25.3 kcal per mole
net charge = 0
calculated total energy = -736.2778 Eh
gap between HOMO and LUMO = 0.341 Eh